(1)
The molecule C20H15NO6, computed with ωB97M-V/def2-TZVPD.

Last column: Mulliken charge in e.
Positions of all 42 atoms, in Å:
O (1.604083, 1.845828, -2.181393)  -0.638
C (0.399683, 1.857369, -1.996795)  0.747
C (-0.151614, 1.729145, -0.641331)  -0.938
C (-1.288079, 2.174278, -0.069544)  1.203
O (-2.347377, 2.826052, -0.550279)  -0.640
C (-1.246624, 1.895500, 1.395175)  1.009
O (-2.126386, 2.208314, 2.176812)  -0.735
N (-0.072575, 1.286548, 1.637820)  0.079
C (0.379605, 0.895060, 2.954835)  -0.985
C (0.589409, -0.578112, 3.078212)  0.811
C (1.729637, -1.325260, 3.126753)  -0.794
C (1.315372, -2.675920, 3.210999)  -0.372
C (-0.043334, -2.648056, 3.206068)  -0.624
O (-0.492053, -1.385133, 3.129015)  -0.334
C (0.699684, 1.082457, 0.431291)  -0.417
C (0.909546, -0.382952, 0.115964)  0.516
C (2.166363, -0.872129, -0.197643)  -0.471
C (2.327900, -2.218964, -0.479555)  -0.754
C (1.251401, -3.081289, -0.441308)  -0.629
C (-0.015104, -2.590719, -0.135561)  0.449
O (-1.055836, -3.463070, -0.101328)  -0.600
C (-0.183109, -1.238534, 0.125235)  -0.227
C (-0.557632, 1.989504, -3.095072)  -0.191
C (-1.888089, 1.651640, -3.209121)  -0.288
C (-2.248919, 1.915079, -4.542575)  -0.716
C (-1.118019, 2.390100, -5.146083)  -0.433
O (-0.101554, 2.427304, -4.290774)  -0.348
H (-2.917174, 3.032538, 0.215933)  0.305
H (1.319629, 1.406898, 3.185668)  0.273
H (-0.400885, 1.226111, 3.647657)  0.452
H (2.735822, -0.961183, 3.104004)  0.480
H (1.943461, -3.540400, 3.263801)  0.474
H (-0.776202, -3.428621, 3.254541)  0.503
H (1.673890, 1.579391, 0.504876)  0.527
H (3.011210, -0.202779, -0.229752)  0.462
H (3.307164, -2.600228, -0.724938)  0.413
H (1.363544, -4.133790, -0.645120)  0.471
H (-1.866744, -2.996433, 0.135744)  0.326
H (-1.167414, -0.852682, 0.360747)  0.137
H (-2.519609, 1.258999, -2.441220)  0.574
H (-3.209684, 1.773731, -4.993109)  0.451
H (-0.933388, 2.724407, -6.148647)  0.474

Force components x, y, z for each atom (eV/Å):
-0.193 0.018 0.112
0.116 0.098 -0.337
-0.401 0.241 0.462
0.439 -0.069 -0.232
-0.043 -0.001 0.152
-0.110 0.124 0.114
-0.141 0.072 -0.013
0.019 0.029 -0.024
-0.265 -0.254 0.123
0.959 0.105 0.204
-0.551 0.512 0.124
-0.544 -0.145 0.006
0.653 -0.599 0.040
-0.463 0.434 0.060
0.125 -0.023 -0.317
0.165 -0.214 -0.122
-0.093 0.142 -0.027
-0.034 -0.011 0.003
-0.253 -0.108 -0.007
0.249 0.406 -0.021
-0.209 -0.211 0.018
0.075 -0.138 -0.078
-0.784 -0.335 0.127
0.825 0.159 0.225
0.361 0.193 -0.436
-0.880 -0.220 -0.107
0.611 0.139 0.079
0.130 -0.083 -0.037
-0.112 -0.076 0.044
0.181 0.033 -0.022
0.211 0.167 -0.039
0.074 -0.247 0.004
-0.180 -0.037 -0.006
-0.097 -0.003 -0.020
0.109 0.114 0.001
0.098 -0.055 -0.031
0.034 -0.146 -0.029
0.136 -0.023 -0.033
-0.108 0.014 0.051
-0.081 -0.057 0.225
-0.166 -0.009 -0.149
0.136 0.064 -0.086

## Properties
* electronic energy: -1277.31873 Ha
* orbital gap: 8.1 eV
* total charge: 0
* SMILES: O=C(C1=C(O)C(=O)N(Cc2ccco2)[C@H]1c1cccc(O)c1)c1ccco1
* multiplicity: 1
* highest occupied orbital energy: -8.39 eV

(2)
The molecule C20H16Br2N4O4, computed with ωB97M-V/def2-TZVPD.

Last column: Mulliken charge in e.
Positions of all 46 atoms, in Å:
C (6.900584, -3.396771, -2.758358)  -0.857
O (5.508431, -3.289429, -2.575961)  -0.402
C (5.039922, -2.731413, -1.432583)  0.836
C (5.833954, -2.227907, -0.404447)  -0.374
C (5.244700, -1.677817, 0.723758)  -0.987
C (3.872434, -1.616116, 0.852637)  -0.635
C (3.073054, -2.117912, -0.174426)  0.258
C (1.600093, -2.098589, -0.098472)  0.604
O (0.846431, -2.550860, -0.918148)  -0.582
O (1.158301, -1.480320, 1.034476)  -0.380
C (-0.203456, -1.508893, 1.262173)  -0.316
C (-0.785668, -2.647074, 1.812951)  0.338
Br (0.320155, -4.131409, 2.221342)  -0.167
C (-2.141849, -2.705549, 2.080531)  -0.496
C (-2.915517, -1.594387, 1.780398)  -0.067
Br (-4.777081, -1.641191, 2.137426)  -0.232
C (-2.371089, -0.454916, 1.232829)  -0.473
C (-1.001799, -0.401585, 0.959696)  0.818
C (-0.450322, 0.801292, 0.368448)  -0.456
N (-1.257016, 1.755702, 0.135717)  0.166
N (-0.893111, 2.900682, -0.399958)  -0.401
C (-1.786685, 3.925883, -0.642699)  0.027
O (-1.380539, 4.957409, -1.137240)  -0.682
C (-3.189143, 3.701586, -0.283377)  0.365
C (-4.216898, 4.652213, -0.484029)  -0.565
C (-5.362019, 4.050539, -0.019783)  0.533
C (-6.769206, 4.514394, 0.051463)  -1.219
N (-4.979995, 2.824387, 0.417039)  -0.160
N (-3.686163, 2.598107, 0.267827)  -0.163
C (3.652960, -2.671337, -1.307204)  -0.586
H (7.360851, -4.016857, -1.982760)  0.349
H (7.381412, -2.413504, -2.773761)  0.345
H (7.032785, -3.876066, -3.726743)  0.242
H (6.910083, -2.260656, -0.469250)  0.405
H (5.875747, -1.295109, 1.511890)  0.385
H (3.419143, -1.193232, 1.734303)  0.485
H (-2.576958, -3.595247, 2.508208)  0.394
H (-2.961072, 0.416498, 0.990525)  0.800
H (0.620747, 0.836990, 0.148268)  0.510
H (0.079989, 3.086224, -0.668376)  0.285
H (-4.100499, 5.626046, -0.909827)  0.420
H (-7.120905, 4.516529, 1.082835)  0.315
H (-6.846025, 5.521779, -0.346244)  0.310
H (-7.419011, 3.858442, -0.527260)  0.314
H (-5.569014, 2.111118, 0.821694)  0.183
H (3.029264, -3.061675, -2.095526)  0.510

Force components x, y, z for each atom (eV/Å):
0.212 -0.011 -0.028
-0.289 0.000 0.003
-0.153 0.125 0.233
0.119 -0.135 -0.265
-0.079 0.024 0.042
-0.094 0.007 0.002
0.504 -0.048 -0.073
-0.509 -0.212 -0.425
0.243 0.131 0.205
0.012 0.292 0.196
-0.583 -0.005 -0.118
0.200 -0.026 0.067
-0.162 0.094 -0.021
0.123 0.013 -0.035
0.017 0.078 -0.022
-0.002 -0.023 0.007
0.137 -0.150 0.035
-0.027 -0.860 0.395
0.456 0.774 -0.421
-0.062 -0.898 0.378
1.083 0.604 -0.456
0.626 -0.257 -0.007
-0.205 -0.001 0.034
-1.102 0.017 0.201
-0.036 -0.243 0.108
0.208 0.229 -0.132
-0.050 -0.062 0.032
-0.191 0.407 -0.130
0.182 -0.441 0.149
0.024 0.024 0.049
-0.015 0.034 -0.016
-0.018 -0.037 0.017
0.043 0.038 0.078
0.091 -0.019 -0.043
0.048 0.028 0.059
-0.027 0.023 0.061
-0.014 -0.025 0.019
-0.112 0.033 0.013
-0.053 0.104 -0.028
-0.371 -0.013 0.080
-0.046 0.239 -0.091
-0.077 0.063 0.029
-0.053 0.034 -0.004
-0.090 0.035 -0.037
0.167 0.059 -0.055
-0.072 -0.043 -0.085

## Properties
* electronic energy: -6439.73765 Ha
* orbital gap: 8.6 eV
* total charge: 0
* SMILES: COc1cccc(C(=O)Oc2c(Br)cc(Br)cc2/C=N/NC(=O)c2cc(C)[nH]n2)c1
* multiplicity: 1
* highest occupied orbital energy: -8.56 eV

What are the lowest unoccupied orbital energy values for these records? In order: -0.0095, 0.0011 Eh.